# C58H45N5O3P2Pb

C58H45N5O3P2Pb as an isolated structure at a distorted geometry (ωB97M-V with the def2-TZVPD basis set, the Open Molecules 2025 dataset).

The relative energy (zero: lowest compared OMol25 entry of this formula, charge and spin) is 1.014 eV. Its max |F| is 6.82 eV/Å. Its total charge is +2. The LUMO energy comes out at -0.238 Eh. For the energy, the calculation gives -98278.7871 eV.

Geometry (Å):
Pb: -0.5230 -0.3893 0.6473
P: -1.7965 3.3855 -1.6209
P: 2.7254 -2.4634 0.6509
O: -2.4120 0.7905 0.9912
O: -4.3501 1.4396 -0.0638
O: 0.3008 1.4429 -0.8705
N: 0.5306 0.1143 2.9933
N: -2.4284 -1.1518 -1.2129
N: -1.0503 -1.9838 2.4669
N: -0.0916 -0.5040 3.9895
N: 1.4863 -3.6378 -1.9765
C: -3.9350 -2.7053 -2.4430
C: 1.8196 2.0216 2.2711
C: 1.5091 1.5903 4.6306
C: -2.6291 4.0957 0.8554
C: 0.9010 5.8738 -3.5969
C: -4.5233 2.8797 -5.2921
C: 4.9704 -3.6538 -0.6790
C: -3.2185 5.0033 1.7587
C: -4.2114 2.8309 -2.8911
C: -3.1963 3.2035 -5.4568
C: 1.9285 2.8625 4.9251
C: 0.6565 3.7513 -1.8320
C: 2.6303 -3.6811 1.9970
C: -2.7790 -2.9559 4.4583
C: 2.7782 -5.0683 1.8117
C: -3.0404 -3.9706 -4.2114
C: -0.0828 2.5966 -1.2790
C: -4.0720 6.3571 -0.0240
C: 2.2075 -4.1091 4.3787
C: 2.2899 3.7531 3.8675
C: 2.4261 -5.4704 4.2070
C: -3.9817 6.0541 1.3121
C: 2.0236 5.2754 -3.0352
C: 5.5671 -4.4228 -1.6699
C: -3.5114 -0.6348 -0.6768
C: -1.8437 -1.9579 4.7306
C: -3.4299 0.6600 0.1744
C: 4.9618 -1.8433 2.2835
C: -2.8549 3.1131 -3.0735
C: 1.9459 4.1366 -2.1771
C: -5.0484 2.7545 -4.0122
C: -4.8131 -1.2451 -0.7154
C: 4.2303 -0.1393 0.7702
C: -3.3803 5.5924 -0.9273
C: -0.3846 5.5132 -3.2468
C: 2.4134 -3.1984 3.3621
C: -2.8507 -3.4197 3.1195
C: 2.8384 -3.9382 -1.8101
C: -4.1683 -3.5979 -3.5129
C: -1.9614 -2.9124 2.1771
C: 2.7126 -5.9218 2.9226
C: 5.8937 -0.9468 2.7945
C: -0.9397 -1.4495 3.6829
C: 4.0916 -1.4500 1.2753
C: -2.7517 4.4283 -0.4845
C: -1.7526 -3.4145 -3.9950
C: 3.4916 -4.7263 -2.8047
C: 4.8434 -4.9454 -2.7464
C: 3.6015 -3.3651 -0.7152
C: -2.3239 3.2857 -4.3431
C: -2.6116 -2.1080 -2.1980
C: -1.5357 -2.4720 -3.0127
C: 5.9196 0.3768 2.3829
C: 2.2213 3.2884 2.5428
C: 5.0897 0.7658 1.3605
C: -0.4743 4.4496 -2.2942
C: 1.3633 1.1824 3.2768
C: -5.0252 -2.2146 -1.6507
H: 1.0058 6.6982 -4.2815
H: 2.0305 -3.7075 5.3784
H: -3.1519 -4.5607 -5.1029
H: -1.0118 -3.7108 -4.7377
H: 1.8907 1.6588 1.2608
H: 2.0196 3.1411 5.9654
H: 5.2013 1.7337 0.9092
H: 5.3071 -5.5758 -3.5334
H: 0.8733 -3.6383 -1.1222
H: 2.8855 -5.4760 0.8092
H: 6.6078 -4.6269 -1.6625
H: -5.1631 -3.9642 -3.7686
H: -1.2339 5.9021 -3.7964
H: -6.0344 -2.5938 -1.8601
H: -5.2048 2.8751 -6.1488
H: -3.1089 4.8811 2.8652
H: -3.4165 -3.3950 5.2120
H: -4.5918 2.7470 -1.8994
H: 2.8183 -6.9534 2.8160
H: 2.3836 -2.1106 3.5766
H: -6.1117 2.6640 -3.8457
H: -3.3939 5.9103 -1.9759
H: -4.5000 6.6877 2.0623
H: -4.6741 7.2181 -0.3285
H: 3.5730 0.2051 -0.0479
H: -2.7996 3.3502 -6.4616
H: 1.0854 -4.1562 -2.7537
H: 2.8455 3.6199 -1.8273
H: -0.5834 -2.0130 -2.8991
H: 6.5535 -1.2330 3.5668
H: -1.2170 3.3476 -4.5546
H: 2.9796 5.6691 -3.3534
H: 2.3827 -6.1287 5.0479
H: 5.0218 -2.8748 2.6517
H: -2.0897 3.2107 1.2335
H: 2.4819 4.0244 1.7670
H: 6.5402 1.0882 2.9018
H: -1.7794 -1.4823 5.6799
H: 5.6707 -3.2692 0.0741
H: -3.6401 -4.0922 2.7513
H: 2.8853 -5.2577 -3.5829
H: -5.6299 -0.8579 -0.1108
H: 1.2652 0.8164 5.3979
H: 2.5677 4.8009 4.0120
H: -1.9262 -3.3724 1.2001

***

# C58H45N8OPRuS4

C58H45N8OPRuS4 as an isolated structure at a distorted geometry (ωB97M-V with the def2-TZVPD basis set, the Open Molecules 2025 dataset).

As for the spin multiplicity: 6. Its max |F| is 1.06 eV/Å. Its total charge is +1. The LUMO energy (spin up / spin down) comes out at -0.075 / -0.134 Eh. For the energy, the calculation gives -130052.5342 eV.

Geometry (Å):
Ru: -0.0945 -0.7778 -0.7962
S: 2.9408 0.8982 -2.6766
S: 3.3962 -1.2804 -4.5684
S: 1.4640 -3.0459 -3.2518
S: -1.9259 -1.5462 -1.9538
P: 0.6964 2.5168 0.2960
O: 2.9268 -3.7767 -5.3411
N: -1.4071 0.7582 0.9956
N: -0.1441 -2.3759 0.5664
N: -0.3545 1.0240 -1.8832
N: 3.0746 1.4349 1.1989
N: 1.7103 -0.1174 0.4366
N: -1.2552 2.5449 2.2817
N: 0.0597 3.1382 -2.2963
N: -0.3713 -3.2036 2.5922
C: -3.0956 2.2599 3.9262
C: 3.4051 -4.9309 1.6164
C: -1.6674 0.4195 -3.9465
C: -1.1075 -5.5473 1.9542
C: -3.0312 1.5183 5.1035
C: -1.3495 -6.3186 0.8361
C: 6.6968 0.5092 3.6972
C: 0.1380 2.1492 -1.3827
C: -4.2970 -2.4972 1.2242
C: -1.1822 -5.8031 -0.4592
C: -0.7816 -4.5010 -0.6757
C: 0.0329 2.9896 -5.7971
C: -0.0605 3.7045 -6.9801
C: -3.8935 3.4011 3.8818
C: -2.5679 0.8984 -4.8808
C: 3.6501 -4.0174 2.6330
C: -0.5412 2.6339 -3.4218
C: -0.6644 3.4131 -4.6659
C: -5.4688 -2.3170 1.9422
C: 1.5400 -1.4740 -2.5702
C: -1.5492 -1.0397 -3.7339
C: -4.6252 3.7883 4.9952
C: 3.6867 0.2330 1.4376
C: 5.4092 0.6675 3.2047
C: -2.4369 0.7184 1.9168
C: -0.7288 1.8665 1.2275
C: 2.4980 -0.6458 -3.1651
C: -3.4909 -0.3231 1.9358
C: 3.0305 -2.1936 1.1731
C: -3.3365 0.0477 -5.6663
C: -4.5635 3.0389 6.1617
C: 7.6333 -0.2160 2.9748
C: 2.6826 -2.8867 -4.5811
C: -0.8510 1.3153 -3.1432
C: 2.7921 -3.1193 0.1645
C: -2.3316 1.8276 2.7388
C: -0.0519 -2.1324 1.8561
C: 5.9970 -0.6227 1.2605
C: -4.6888 -0.1432 2.6349
C: -5.6604 -1.1326 2.6399
C: -2.3595 -1.8896 -4.6343
C: -3.3264 -1.5082 1.2235
C: 3.4643 -2.6607 2.4171
C: -3.2067 -1.3620 -5.5425
C: 2.9748 -4.4772 0.3769
C: 7.2807 -0.7819 1.7560
C: -1.5401 5.2755 -5.9199
C: 5.0491 0.1019 1.9832
C: -0.8469 4.8486 -7.0438
C: -1.4495 4.5610 -4.7340
C: -0.7950 3.8150 2.8306
C: 3.6351 2.7449 1.5114
C: 0.5920 4.4925 -2.1639
C: -0.5555 -3.7074 0.4462
C: -3.7636 1.9048 6.2150
C: 1.8795 1.1820 0.6148
C: -0.7040 -4.2376 1.7275
C: 2.8261 -0.7400 0.9776
H: 3.9893 -4.3642 3.6016
H: -2.0106 4.8848 -3.8638
H: -1.0507 3.8605 3.8848
H: 3.3840 3.0463 2.5281
H: -6.2349 -3.0817 1.9460
H: 0.2513 -1.1917 2.2849
H: 4.7161 2.6998 1.4167
H: -3.9580 3.9735 2.9628
H: -1.2661 4.6551 2.3210
H: -0.9168 5.4055 -7.9691
H: 3.6487 -1.9613 3.2234
H: -1.2166 -5.9437 2.9559
H: -2.4341 -1.6439 0.6459
H: -3.7131 1.3207 7.1248
H: -4.8828 0.7765 3.1671
H: -2.4147 0.6276 5.1385
H: -0.6407 -4.1054 -1.6705
H: -5.1400 3.3374 7.0276
H: -1.6693 -7.3452 0.9579
H: -5.2502 4.6708 4.9491
H: -0.3906 -3.2405 3.5965
H: 6.9659 0.9481 4.6496
H: 3.2501 3.4840 0.8173
H: -4.1341 -3.4027 0.6504
H: 3.5527 -5.9901 1.7885
H: 2.7859 -5.1749 -0.4302
H: 1.5174 4.4732 -1.5981
H: -6.5794 -0.9704 3.1896
H: -2.6934 1.9654 -5.0013
H: 8.0093 -1.3449 1.1868
H: 4.6755 1.2124 3.7884
H: -2.1584 6.1626 -5.9681
H: 0.4851 3.3693 -7.8532
H: -4.0335 0.4631 -6.3815
H: -2.2437 -2.9610 -4.5251
H: -3.7905 -2.0101 -6.1834
H: 2.4733 -2.7531 -0.7993
H: 5.7182 -1.0571 0.3075
H: 0.6439 2.0951 -5.7405
H: 8.6373 -0.3397 3.3599
H: -0.1216 5.1467 -1.6653
H: -0.5048 -1.3202 -3.7877
H: 0.2820 3.8994 2.7206
H: 0.7947 4.8818 -3.1561
H: -1.3721 -6.4489 -1.3067

***

# C58H46BrCl2I2LaN9O2P

C58H46BrCl2I2LaN9O2P as an isolated structure at a distorted geometry (ωB97M-V with the def2-TZVPD basis set, the Open Molecules 2025 dataset).

Its max |F| is 1.47 eV/Å. Its total charge is 0. The LUMO energy (spin up / spin down) comes out at -0.044 / -0.044 Eh. For the energy, the calculation gives -199837.7091 eV.

Geometry (Å):
La: -0.4422 -0.2848 -0.7135
I: -2.7912 0.0578 -5.2759
I: -3.5196 0.0907 -1.7921
Br: -2.3294 0.7823 1.1195
Cl: -8.0760 -0.3788 -0.8104
Cl: -5.7534 0.2073 0.8631
P: 1.4770 1.7045 1.0382
O: 0.3997 0.7601 -3.3757
O: 0.3874 4.3016 -2.3219
N: -2.3167 -2.9929 -2.5816
N: 0.2776 -1.2592 1.5234
N: 1.8817 -0.7134 -0.9480
N: 2.2068 0.1439 1.2760
N: -1.7193 -2.4094 2.0466
N: -0.1329 -1.9971 -2.6007
N: 2.2310 -1.8507 -3.0672
N: -0.5327 2.4961 -1.3657
N: -1.6360 -2.4640 -0.3448
C: 3.9863 -1.4720 -1.4468
C: -5.0468 -3.5023 -1.2184
C: 0.7753 -4.3168 -6.4942
C: -2.2137 4.2982 0.4120
C: -6.9659 0.8757 -0.2517
C: -5.9691 -3.3340 1.0091
C: -1.0107 -1.8196 4.7635
C: -1.2909 -4.2545 -5.2381
C: 2.3091 4.0462 2.2566
C: 2.4995 2.1685 -0.4269
C: 5.1482 -1.9993 -2.0018
C: 4.3917 2.9316 3.6973
C: -2.7588 3.5684 -0.8112
C: -0.6750 -3.3872 -4.3472
C: -2.2503 -2.5329 0.8646
C: -3.9595 4.2725 -1.4423
C: 5.1126 -1.1126 0.6931
C: 0.5173 -1.7220 6.8566
C: 3.8785 1.9641 -0.3923
C: 2.6517 -0.5365 0.1243
C: 2.1814 -0.1776 5.6247
C: 2.5292 2.6757 2.2009
C: 2.2120 -1.4779 3.2083
C: 2.7418 3.0092 -2.6772
C: -1.1836 -0.3199 4.4782
C: 1.4050 -3.4693 -5.6008
C: 0.6715 -3.0073 -4.5172
C: -4.7333 -2.9994 1.5485
C: 3.9695 -1.0193 -0.1000
C: -0.5297 -2.1558 6.1437
C: 1.3698 -0.6337 2.1856
C: -0.0450 -2.2605 3.6946
C: 2.6454 -1.3230 -1.9292
C: -3.8254 -3.1401 -0.6870
C: 0.9578 0.2189 3.4198
C: -2.5298 -2.8553 -1.3023
C: -1.1037 -2.7577 -3.1164
C: 6.2494 -1.6392 0.1276
C: 1.9345 2.7223 -1.5732
C: 1.5710 -0.7278 6.6819
C: 3.1279 4.8539 3.0249
C: 1.2773 -2.4010 3.9285
C: -0.4891 -1.9555 2.3269
C: -0.5532 -4.7084 -6.3154
C: 6.2681 -2.0759 -1.2039
C: 0.5305 3.1217 -1.6980
C: 4.0970 2.7571 -2.6464
C: 1.8926 -0.3643 4.2134
C: -1.0040 4.5555 -2.4346
C: -1.6713 3.2877 -1.8577
C: -6.1210 -3.5982 -0.3458
C: 1.0009 -2.1770 -3.3759
C: -0.3925 0.5721 3.8669
C: -3.6613 -2.9099 0.6856
C: 4.1729 4.2979 3.7437
C: 3.5705 2.1238 2.9343
C: 4.6686 2.2470 -1.4896
C: -4.0856 -0.6739 -3.7422
H: -3.9671 -1.7545 -3.7251
H: -1.9439 5.3295 0.1890
H: 3.2227 -1.8046 2.9821
H: 4.7100 2.9849 -3.5075
H: 2.9575 5.9197 3.0565
H: 1.9780 -0.4389 7.6465
H: -6.8326 -3.3752 1.6554
H: -4.7361 4.3887 -0.6896
H: 5.7328 2.0721 -1.4432
H: 0.5988 -2.1852 7.8369
H: -4.6097 -2.7879 2.5978
H: -7.0966 -3.8572 -0.7301
H: -3.1232 2.5995 -0.4703
H: 3.7348 1.0577 2.9008
H: -2.1831 0.0255 4.7100
H: -0.7806 1.5607 3.6601
H: 2.9816 0.5325 5.8202
H: -2.9662 4.3006 1.1956
H: -7.5460 1.6389 0.2649
H: -6.4415 1.2726 -1.1215
H: 4.8183 4.9267 4.3380
H: -5.1493 -3.7025 -2.2742
H: 1.6369 -2.7774 4.8780
H: 2.4304 -3.1620 -5.7447
H: -1.3409 3.7695 0.7929
H: -5.0987 -0.3786 -3.9909
H: -2.3106 -4.5690 -5.0736
H: -2.1326 2.7107 -2.6721
H: -4.3640 3.6652 -2.2509
H: -3.7158 5.2560 -1.8400
H: -1.2517 4.7281 -3.4835
H: 7.1841 -2.4780 -1.6108
H: 1.3193 -4.6912 -7.3497
H: -1.9943 -2.2656 4.6045
H: 4.3346 1.5739 0.5060
H: 7.1486 -1.7266 0.7205
H: 1.0792 0.1443 -3.6910
H: -1.0117 -5.3730 -7.0356
H: 1.4993 4.4750 1.6808
H: 5.1542 -2.3385 -3.0265
H: -0.0195 1.1185 -4.1669
H: 5.1015 -0.7805 1.7222
H: 5.2130 2.4959 4.2480
H: 2.2842 3.4200 -3.5639
H: -1.2330 5.4561 -1.8624
H: -1.1328 -2.9200 6.6222

***

# C58H49F3KN2O5P2SSb

C58H49F3KN2O5P2SSb as an isolated structure at a distorted geometry (ωB97M-V with the def2-TZVPD basis set, the Open Molecules 2025 dataset).

The relative energy (zero: lowest compared OMol25 entry of this formula, charge and spin) is 1.721 eV. Its max |F| is 1.65 eV/Å. Its total charge is -2. The LUMO energy comes out at 0.129 Eh. For the energy, the calculation gives -134589.7903 eV.

Geometry (Å):
Sb: -0.0197 -3.1447 1.2509
K: -0.3491 -0.1564 -0.4315
S: 2.2435 8.0150 -3.3528
P: 0.5665 2.5219 -1.8492
P: 1.0151 2.7086 0.7881
F: -3.8345 -6.4516 5.0682
F: 1.0772 -7.8022 -2.8144
F: 4.3458 -3.6516 5.7822
O: -2.6741 3.8525 -0.0974
O: -3.0631 -2.9830 0.8873
O: -1.8441 -1.9909 -0.6879
O: -1.0665 2.3021 -0.3337
O: -6.1437 0.8633 2.3422
N: 1.0645 3.6756 -0.6495
N: -2.7218 0.3758 0.0903
C: -1.6300 3.3221 3.7680
C: -1.0497 2.7885 -4.0376
C: -1.2805 -4.3913 2.5494
C: -2.2439 2.7072 -0.0514
C: 2.0789 -1.3843 -0.8258
C: -1.6926 -5.6793 2.2420
C: 2.7688 -4.7497 4.3996
C: -1.5158 5.4263 2.6249
C: 1.6860 -6.6892 -0.8121
C: -0.1711 3.5920 1.8687
C: 3.0804 1.8521 -2.7326
C: -3.3973 -0.6818 0.4951
C: 2.7369 -0.5938 0.1192
C: -4.3156 1.8094 1.1297
C: -2.9861 -5.7693 4.2340
C: -0.1993 -5.9297 -2.1130
C: 2.0005 2.6786 -3.0359
C: 4.9744 4.0495 2.8316
C: -2.0210 3.3487 -4.8459
C: 2.5751 4.0144 2.8211
C: -5.0181 0.6965 1.5803
C: 2.0815 4.6809 -0.8756
C: -1.7438 -3.8140 3.7224
C: 3.1670 3.3802 -5.0291
C: 2.6238 -2.6734 -0.7567
C: -2.5973 -4.4893 4.5761
C: -0.4250 -4.9346 -1.1775
C: 3.7682 4.3753 3.4243
C: 4.9827 3.3528 1.6331
C: 2.1960 -2.3363 3.1756
C: 3.1443 -2.3758 4.1827
C: 1.8197 -4.6786 3.3913
C: -2.7348 -2.0154 0.1887
C: -2.5995 4.5588 -4.4933
C: -0.6583 3.4205 -2.8612
C: 3.4192 -3.5906 4.7736
C: -2.0404 4.6394 3.6362
C: -0.7089 2.8033 2.8786
C: 4.2466 2.5793 -4.6981
C: 1.4453 -5.6823 0.1072
C: 2.7512 6.6638 -2.2409
C: -2.5447 -6.3814 3.0792
C: 3.6946 -1.3858 0.7570
C: -0.5823 4.9095 1.7438
C: -3.1547 1.5840 0.4015
C: -1.2813 4.6027 -2.4885
C: -2.2283 5.1812 -3.3134
C: 0.3846 -4.8080 -0.0582
C: 0.8514 -6.7989 -1.9080
C: 1.5328 -3.4811 2.7576
C: -4.5493 -0.5726 1.2621
C: 3.7899 2.9777 1.0431
C: 1.7173 7.0478 -4.7957
C: 1.5833 5.8204 -1.7685
C: 2.5651 3.3203 1.6149
C: 2.0600 3.4333 -4.2023
C: 3.6209 -2.6677 0.2169
C: 4.1998 1.8159 -3.5417
H: 1.0713 5.3895 -2.6257
H: 1.7299 7.7159 -5.6506
H: -2.6920 6.1156 -3.0258
H: -0.8179 -6.0299 -2.9933
H: -1.2292 -4.2292 -1.3135
H: -5.0376 -1.4715 1.6150
H: 3.0289 1.2109 -1.8618
H: 0.7147 6.6592 -4.6430
H: -1.3551 -6.1429 1.3239
H: -3.3494 5.0097 -5.1320
H: -0.1692 5.5281 0.9598
H: 1.9703 -1.3956 2.6946
H: 2.3942 -3.4919 -1.4266
H: 1.6395 4.2862 3.2889
H: 3.7525 4.9161 4.3632
H: 3.1906 3.9654 -5.9428
H: 5.9067 4.3338 3.3030
H: -2.3379 2.8407 -5.7483
H: 1.2845 -5.5786 3.1141
H: 5.9239 3.0973 1.1649
H: 3.6641 -1.4841 4.5000
H: 1.3456 -1.0427 -1.5545
H: 1.2183 4.0514 -4.4825
H: 2.4257 6.2380 -4.9371
H: 3.0013 -5.6816 4.8955
H: 2.3800 5.1025 0.0907
H: 0.8716 6.4486 -1.2297
H: -1.8394 6.4542 2.5366
H: -0.3840 1.7699 2.9588
H: -0.5794 1.8475 -4.3026
H: 2.5115 -7.3752 -0.6978
H: -4.6356 2.8152 1.3501
H: -1.4364 -2.8042 3.9686
H: 3.4803 6.0593 -2.7841
H: -2.0217 2.7049 4.5664
H: 4.2360 -3.5165 0.4900
H: -2.7737 5.0495 4.3191
H: -2.8743 -7.3838 2.8418
H: -6.4387 -0.0160 2.6147
H: -2.9673 -4.0364 5.4849
H: 2.5780 0.4656 0.2920
H: 2.9808 4.2568 -1.3448
H: 3.2506 7.1543 -1.4052
H: -1.0481 5.0422 -1.5336
H: 2.1109 -5.5546 0.9471
H: 5.1080 2.5406 -5.3520
H: 3.8054 2.4151 0.1206
H: 5.0355 1.1846 -3.2767
H: 4.3699 -1.0502 1.5352